Record 1
This record from the OMol25 dataset describes a structure of composition C5H15HgIN2O2. The level of theory is ωB97M-V with the def2-TZVPD basis set.

Last column: Mulliken charge in e.
Cartesian coordinates (Å):
C  0.29350  -2.67844  -3.12970  -1.097
C  0.24707  2.22354  -4.00670  -1.138
H  1.35991  -2.87289  -3.06323  0.393
H  0.05801  -2.20244  -4.10679  0.342
H  -0.23729  -3.63144  -3.20193  0.285
H  0.53777  3.00718  -3.33442  0.293
H  0.99267  1.96921  -4.76810  0.222
H  -0.68949  2.54036  -4.50039  0.320
Hg  0.04574  0.07311  -3.24111  0.572
C  -0.74121  0.98735  -1.33301  -1.197
H  0.13050  1.62285  -1.11515  0.222
H  -1.03906  0.43814  -0.43209  0.364
H  -1.59645  1.53637  -1.76633  0.317
I  -0.54912  -2.21283  -1.19465  0.176
C  1.21997  -0.06558  4.71587  -0.764
O  1.62577  0.39322  3.40708  -0.365
C  0.71219  0.21990  2.41844  0.659
O  0.96447  0.30929  1.23714  -0.456
N  -0.55331  -0.11807  2.90454  -0.132
N  -1.56313  -0.15318  1.89905  -0.449
H  0.61635  0.69541  5.24393  0.271
H  2.17266  -0.18815  5.23264  0.286
H  0.68280  -1.03305  4.70623  0.371
H  -0.86104  0.34650  3.75689  0.260
H  -1.37463  -0.96015  1.29278  -0.008
H  -2.45465  -0.24622  2.37900  0.251

Output
- HOMO level (alpha / beta): -6.2025 / -6.2364 eV
- Energy above the lowest of the compared OMol25 structures with the same formula, charge and spin: 389.9 kJ/mol
- Electronic energy: -910.37867 Eh
- Frontier orbital gap (alpha / beta): 5.919 / 5.972 eV


Record 2
This record from the OMol25 dataset describes the ion C4H9N2 with charge +1. The level of theory is ωB97M-V with the def2-TZVPD basis set.

Last column: Mulliken charge in e.
Cartesian coordinates (Å):
C  -0.54458  -1.47540  -0.22905  0.237
C  1.91501  0.48686  0.60468  -1.029
C  1.46204  -0.07674  -0.72901  0.069
C  -1.88554  0.52553  0.24188  -0.656
N  0.37596  -0.68592  -0.98856  -0.182
N  -1.52262  -0.85617  0.27074  -0.077
H  3.02497  0.49717  0.56287  0.316
H  1.32292  1.45420  0.76999  0.293
H  2.06511  0.25396  -1.62642  0.368
H  1.60888  -0.02994  1.44037  0.386
H  -2.90296  0.64918  -0.25476  0.294
H  -2.19376  0.74114  1.28741  0.283
H  -1.00259  1.16240  -0.12511  0.270
H  0.48844  -1.26450  -1.83997  0.279
H  -2.21131  -1.38180  0.61495  0.148

Output
- HOMO level (alpha / beta): -10.7484 / -16.0848 eV
- Energy above the lowest of the compared OMol25 structures with the same formula, charge and spin: 213.8 kJ/mol
- Total charge: +1
- Electronic energy: -266.84580 Eh
- 2S+1: 3
- Frontier orbital gap (alpha / beta): 6.034 / 9.170 eV


Record 3
This record from the OMol25 dataset describes a structure of composition C5H11O3V. The level of theory is ωB97M-V with the def2-TZVPD basis set.

Last column: Mulliken charge in e.
Cartesian coordinates (Å):
O  0.58653  -2.64417  -0.93016  -0.759
C  -0.73861  -2.47573  -0.89682  -0.246
C  -0.99249  -2.05675  0.56210  -0.414
O  -0.21493  -0.88730  0.80157  -0.381
C  -0.94247  0.33279  0.81134  -0.459
C  0.05789  1.45724  0.77273  -0.451
O  0.89263  1.23986  -0.35529  -0.167
C  1.78820  2.30912  -0.61723  -0.795
V  1.44655  -0.82245  -0.56065  0.252
H  -1.74365  -2.22720  -1.30912  0.400
H  -0.62267  -2.81063  1.27226  0.271
H  -2.07177  -1.90090  0.71962  0.451
H  -1.55587  0.39684  1.72202  0.357
H  -1.60112  0.37778  -0.06930  0.351
H  0.67029  1.48068  1.68881  0.317
H  -0.46745  2.41968  0.67931  0.388
H  2.25335  2.11602  -1.58997  0.266
H  1.23807  3.25975  -0.64646  0.296
H  2.56337  2.36293  0.16161  0.324
H  -0.54585  -1.92756  -2.21638  0.000

Output
- HOMO level (alpha / beta): -5.4420 / -6.5166 eV
- Energy above the lowest of the compared OMol25 structures with the same formula, charge and spin: 105.5 kJ/mol
- Electronic energy: -1366.50658 Eh
- 2S+1: 5
- Frontier orbital gap (alpha / beta): 6.053 / 6.966 eV


Record 4
This record from the OMol25 dataset describes a cluster of 2 separate species, C9H11N3 in total. The level of theory is ωB97M-V with the def2-TZVPD basis set.

Last column: Mulliken charge in e.
Cartesian coordinates (Å):
H  -4.03361  -0.18564  2.03666  0.260
N  -3.28320  -0.79202  1.67387  -0.563
C  -2.86215  -0.36209  0.55217  0.568
C  -3.21766  0.86462  -0.25402  -0.022
N  -2.55389  0.89919  -1.35937  -0.514
C  -1.75482  -0.28484  -1.31726  -0.108
N  -1.91936  -1.04808  -0.26691  -0.443
H  -3.89586  1.63695  0.05021  0.410
H  -1.12446  -0.53002  -2.17562  0.420
C  3.41888  -2.45018  -0.36820  -0.020
C  3.08492  -1.30747  -0.05368  -0.640
C  2.49134  -0.03648  0.26639  0.490
C  1.00081  -0.12823  0.38579  -1.073
C  3.14963  1.14424  0.28403  -0.404
C  2.48506  2.52363  0.22958  -1.037
H  3.54682  -3.46836  -0.73238  0.401
H  0.70858  -1.16996  0.22485  0.488
H  0.48320  0.54798  -0.32690  0.177
H  0.64865  0.14985  1.39953  0.317
H  4.22946  1.12130  0.25492  0.420
H  1.38550  2.44854  0.37440  0.270
H  2.66110  3.00676  -0.74654  0.275
H  2.90973  3.24987  0.95894  0.330

Output
- HOMO level: -8.5833 eV
- SMILES string: [H]/N=C1\C=NC=N1.C#C/C(C)=C/C
- Energy above the lowest of the compared OMol25 structures with the same formula, charge and spin: 469.8 kJ/mol
- Electronic energy: -513.66109 Eh
- Frontier orbital gap: 7.123 eV


Record 5
This record from the OMol25 dataset describes a cluster of 2 separate species, C4H9NO in total. The level of theory is ωB97M-V with the def2-TZVPD basis set.

Last column: Mulliken charge in e.
Cartesian coordinates (Å):
C  1.38761  -0.68778  1.29973  -0.838
C  1.83046  -1.72762  1.99840  0.187
N  1.77973  -1.84733  3.38114  -0.447
H  0.87913  0.12309  1.81283  0.211
H  1.58687  -0.54973  0.24037  0.213
H  2.31218  -2.55381  1.48096  0.294
H  1.69096  -0.97754  3.87834  0.191
H  1.48030  -2.64904  3.90172  0.188
C  -2.33074  1.22671  -2.84180  -0.811
C  -1.19825  1.94429  -2.15911  0.178
O  -1.28271  3.11336  -1.86898  -0.473
H  -3.26636  1.60881  -2.45183  0.258
H  -2.28183  0.14180  -2.83045  0.299
H  -2.29853  1.46302  -3.90865  0.253
H  -0.28883  1.37177  -1.93268  0.296

Output
- HOMO level: -8.4423 eV
- SMILES string: C=CN.CC=O
- Energy above the lowest of the compared OMol25 structures with the same formula, charge and spin: 209.1 kJ/mol
- Electronic energy: -287.75282 Eh
- Frontier orbital gap: 9.440 eV


Record 6
This record from the OMol25 dataset describes a structure of composition C25H28Cl2N2O4Pt. The level of theory is ωB97M-V with the def2-TZVPD basis set.

Last column: Mulliken charge in e.
Cartesian coordinates (Å):
C  -0.98048  1.08860  -3.92970  -0.213
C  -1.76568  -0.05519  -3.86330  0.857
C  -0.93605  -1.17996  -3.54552  1.122
C  -3.22746  -0.11752  -4.14533  -1.779
C  0.38507  -0.76270  -3.45363  -0.317
C  0.41685  0.74435  -3.50334  2.711
C  1.57339  1.45085  -4.10436  -1.629
C  -1.41516  2.40096  -4.43798  -1.869
C  -1.42142  -2.57916  -3.41399  -1.907
C  1.57832  -1.62185  -3.54507  -1.988
Pt  0.30351  1.01748  -1.38449  0.296
Cl  -2.04721  1.12123  -1.03297  -0.654
Cl  0.73444  3.32556  -1.62366  -0.426
O  2.20433  0.34743  -1.24630  -0.816
H  -3.73171  0.83149  -3.91688  0.353
H  -3.71702  -0.90335  -3.55404  0.355
H  -3.42437  -0.34039  -5.20039  0.312
H  -2.24363  -2.66536  -2.68621  0.352
H  -0.60542  -3.22961  -3.07910  0.382
H  -1.79545  -2.97807  -4.36712  0.288
H  1.46481  -2.53647  -2.94153  0.474
H  2.46491  -1.07591  -3.20827  0.377
H  1.72949  -1.93498  -4.59248  0.254
H  2.48240  1.06144  -3.64480  0.377
H  1.51216  2.51974  -3.88520  0.418
H  1.59046  1.28830  -5.19406  0.297
H  -2.29105  2.76269  -3.87660  0.321
H  -1.70710  2.34949  -5.50042  0.325
H  -0.61087  3.13194  -4.32923  0.368
H  2.12651  -0.52655  -0.80854  0.161
O  2.74904  4.51426  -2.38693  -0.570
H  3.31604  4.21473  -1.62775  0.270
O  -0.54734  3.07571  1.24610  -0.635
C  -0.17469  1.95691  1.53823  0.065
N  -0.13547  1.35713  2.81348  0.089
C  0.14874  -0.05806  2.80250  3.241
C  0.32646  -0.27672  1.28928  -0.827
O  0.51521  -1.35083  0.70278  -0.794
N  0.29528  0.92260  0.67186  -0.046
C  1.46321  -0.27638  3.57168  -0.889
C  2.54060  -0.96662  3.00920  -0.139
C  3.75962  -1.03976  3.70512  -0.821
C  3.87358  -0.44070  4.95944  -0.275
C  2.79550  0.24405  5.53447  -0.804
C  1.58217  0.31317  4.84069  -0.084
C  -1.04416  -0.80730  3.38939  -0.166
C  -0.92401  -1.61172  4.53352  -0.182
C  -2.08725  -2.03956  5.18158  -0.759
C  -3.33600  -1.71237  4.66679  -0.330
C  -3.45331  -0.98057  3.47247  -0.725
C  -2.29094  -0.57062  2.80894  -0.361
H  -0.48930  1.90205  3.59167  0.267
H  2.41682  -1.46446  2.04145  0.438
H  4.60124  -1.57655  3.24213  0.369
H  4.81889  -0.49636  5.50433  0.343
H  2.86381  0.71648  6.52160  0.327
H  0.72089  0.80979  5.29517  0.277
H  0.06422  -1.87274  4.90734  0.448
H  -1.98074  -2.62610  6.10106  0.351
H  -4.24072  -2.02650  5.19396  0.334
H  -4.43057  -0.71310  3.05554  0.380
H  -2.36336  -0.05439  1.83736  0.406

Output
- HOMO level (alpha / beta): 1.5133 / -1.3528 eV
- Energy above the lowest of the compared OMol25 structures with the same formula, charge and spin: 0.0 kJ/mol
- Total charge: -2
- Electronic energy: -2419.53883 Eh
- 2S+1: 5
- Frontier orbital gap (alpha / beta): 2.892 / 5.755 eV


Repeat the third record exactly.
This record from the OMol25 dataset describes a structure of composition C5H11O3V. The level of theory is ωB97M-V with the def2-TZVPD basis set.

Last column: Mulliken charge in e.
Cartesian coordinates (Å):
O  0.58653  -2.64417  -0.93016  -0.759
C  -0.73861  -2.47573  -0.89682  -0.246
C  -0.99249  -2.05675  0.56210  -0.414
O  -0.21493  -0.88730  0.80157  -0.381
C  -0.94247  0.33279  0.81134  -0.459
C  0.05789  1.45724  0.77273  -0.451
O  0.89263  1.23986  -0.35529  -0.167
C  1.78820  2.30912  -0.61723  -0.795
V  1.44655  -0.82245  -0.56065  0.252
H  -1.74365  -2.22720  -1.30912  0.400
H  -0.62267  -2.81063  1.27226  0.271
H  -2.07177  -1.90090  0.71962  0.451
H  -1.55587  0.39684  1.72202  0.357
H  -1.60112  0.37778  -0.06930  0.351
H  0.67029  1.48068  1.68881  0.317
H  -0.46745  2.41968  0.67931  0.388
H  2.25335  2.11602  -1.58997  0.266
H  1.23807  3.25975  -0.64646  0.296
H  2.56337  2.36293  0.16161  0.324
H  -0.54585  -1.92756  -2.21638  0.000

Output
- HOMO level (alpha / beta): -5.4420 / -6.5166 eV
- Energy above the lowest of the compared OMol25 structures with the same formula, charge and spin: 105.5 kJ/mol
- Electronic energy: -1366.50658 Eh
- 2S+1: 5
- Frontier orbital gap (alpha / beta): 6.053 / 6.966 eV


> What is the energy above the lowest of the compared OMol25 structures with the same formula, charge and spin in the fourth record?

469.8 kJ/mol